Version i
Entry from the Open Molecules 2025 dataset: a molecular structure, H2NO4S2 (the ωB97M-V functional and the def2-TZVPD basis).

XYZ file:
```
9
Properties=species:S:1:pos:R:3
N -1.4763 0.0502 -0.2652
O 0.8205 1.7711 0.7321
O 2.1242 1.0006 -1.0819
O -0.3855 -2.1849 -0.8611
O -0.4528 -1.5447 1.4594
S 1.8196 0.7795 0.3088
S -0.2021 -1.1228 0.1266
H -1.4600 0.7432 0.5394
H -0.7877 0.5078 -0.9581
```

Properties
M: 144.153 g/mol
HOMO-LUMO gap (spin up / spin down): 7.307 / 7.305 eV
net charge: -1
LUMO energy (spin up / spin down): 3.23 / 3.23 eV

These are the natural (NBO) partial charges, in e, on atoms 1 to 6: -1.04 -0.95 -0.93 -1.01 -1.03 1.52

---

Version ii
Entry from the Open Molecules 2025 dataset: a molecular structure, H2NO4S2 (the ωB97M-V functional and the def2-TZVPD basis).

XYZ file:
```
9
Properties=species:S:1:pos:R:3
N -2.5793 0.1578 -0.7171
O 0.2471 0.1802 0.6969
O 3.0991 0.6688 0.4678
O 2.1112 -0.8681 -1.1110
O -1.6572 0.9040 -0.9784
S -2.7644 -0.6819 0.6246
S 2.2561 -0.4515 0.2289
H -0.2059 -0.6468 0.5789
H -0.5066 0.7377 0.2096
```

Properties
M: 144.153 g/mol
HOMO-LUMO gap: 6.990 eV
net charge: -1
LUMO energy: 3.43 eV

These are the natural (NBO) partial charges, in e, on atoms 1 to 6: -0.17 -0.98 -0.93 -0.93 -0.47 -0.21

---

The most stable structure shown above is version i; the least stable is version ii.